Record 1
The following is a DFT calculation (ωB97M-V with the def2-TZVPD basis set) of an isolated molecule of O4S at a distorted geometry.

For the HOMO energy (alpha / beta), the calculation gives -11.310 / -11.019 eV. The value obtained for the energy above the lowest of the compared OMol25 structures with the same formula, charge and spin is 133.9 kJ/mol. The value obtained for the gap between HOMO and LUMO (alpha / beta) is 7.73 / 8.17 eV. The calculated total energy is -19019.0532 eV.

```
! wB97M-V def2-TZVPD RIJCOSX def2/J DEFGRID3
* xyz 0 1
O 0.975 1.306 -0.526
O 0.701 0.278 1.686
O -0.685 -0.936 -0.239
O -1.127 -1.387 -1.364
S 0.135 0.738 0.443
*
```



Record 2
The following is a DFT calculation (ωB97M-V with the def2-TZVPD basis set) of a cluster of 2 separate species, O5S2 in total at a distorted geometry.

For the HOMO energy, the calculation gives -11.561 eV. The value obtained for the energy above the lowest of the compared OMol25 structures with the same formula, charge and spin is 31.8 kJ/mol. The value obtained for the gap between HOMO and LUMO is 10.21 eV. The calculated total energy is -31905.8594 eV.

```
! wB97M-V def2-TZVPD RIJCOSX def2/J DEFGRID3
* xyz 0 1
O 1.737 -1.340 -0.325
O -1.823 1.049 -0.722
O 0.364 0.303 0.878
O -2.344 -0.847 0.676
O 2.646 0.897 0.149
S 1.586 -0.038 0.201
S -1.932 0.526 0.610
*
```